{"formula": "C11H25O2PS2W", "method": "ωB97M-V/def2-TZVPD", "fmax_ha_per_bohr": 0.018, "de_lowest_kcal_mol": 8.49, "gap_ev": [6.91, 6.22], "total_charge": 4, "energy_ha": -1787.7530, "species": ["W", "C", "C", "S", "C", "C", "S", "H", "H", "H", "H", "H", "H", "C", "C", "O", "C", "C", "H", "H", "H", "H", "H", "H", "H", "H", "H", "H", "C", "P", "C", "C", "O", "H", "H", "H", "H", "H", "H", "H", "H", "H"], "coordinates": [[-0.4371, -0.4109, -0.1561], [3.6236, -1.9477, 1.1571], [2.1993, -1.6481, 1.0305], [1.5008, -1.6322, -0.5209], [1.3497, -1.4408, 2.2314], [1.9117, -1.5762, 3.5768], [-0.3059, -1.1612, 2.0496], [4.1073, -2.1398, 0.2012], [3.7475, -2.8344, 1.8018], [4.1572, -1.1510, 1.6967], [2.7717, -0.9106, 3.7294], [2.3213, -2.5955, 3.6841], [1.1726, -1.4254, 4.3616], [-1.3973, -4.0174, -0.9858], [-2.4822, -3.0540, -1.1963], [-1.9151, -1.4303, -0.8210], [-2.9149, -0.3670, -1.2859], [-2.3291, 0.3227, -2.4918], [-1.8626, -4.9762, -1.2804], [-1.1156, -4.1397, 0.0591], [-0.5551, -3.8889, -1.6647], [-3.3055, -3.0702, -0.4872], [-2.7690, -2.8563, -2.2258], [-3.0831, 0.2855, -0.4189], [-3.8455, -0.9001, -1.4727], [-1.2861, 0.6560, -2.3095], [-2.9051, 1.2232, -2.7165], [-2.3200, -0.3091, -3.3791], [0.4601, 3.4353, -1.8645], [0.3551, 3.0045, -0.1469], [1.8879, 3.2438, 0.7122], [-1.0149, 3.7743, 0.6766], [0.0607, 1.3408, -0.0956], [0.6844, 4.5096, -1.8986], [-0.4901, 3.2825, -2.3779], [1.2712, 2.9058, -2.3672], [2.1066, 4.3187, 0.6910], [2.7087, 2.7245, 0.2155], [1.7957, 2.9419, 1.7568], [-0.8266, 4.8555, 0.6474], [-1.0736, 3.4697, 1.7229], [-1.9585, 3.5887, 0.1616]], "atomic_forces_ev_per_a": [[-0.174, -0.881, 0.217], [0.153, -0.083, -0.009], [-0.418, 0.176, 0.412], [-0.120, 0.091, -0.031], [0.327, -0.015, -0.597], [-0.012, -0.081, 0.159], [-0.063, 0.057, -0.103], [0.022, 0.021, 0.011], [-0.016, -0.010, -0.012], [-0.032, 0.011, -0.033], [-0.030, 0.010, -0.017], [-0.002, 0.012, -0.003], [0.024, 0.033, 0.017], [-0.079, 0.029, -0.014], [0.067, -0.293, 0.023], [0.380, 0.504, 0.091], [-0.044, 0.077, -0.037], [-0.002, 0.015, -0.023], [-0.037, 0.007, 0.000], [0.055, 0.006, -0.012], [0.021, -0.006, 0.020], [-0.012, 0.035, -0.011], [0.000, 0.034, 0.006], [-0.016, -0.022, 0.004], [-0.029, 0.040, 0.000], [-0.029, 0.022, -0.069], [-0.034, -0.026, -0.020], [0.027, -0.021, 0.012], [-0.008, 0.011, 0.062], [0.008, 0.242, -0.040], [-0.058, -0.045, 0.009], [0.062, -0.022, -0.014], [0.054, 0.109, 0.023], [0.012, -0.001, 0.002], [-0.006, -0.013, 0.008], [0.005, -0.014, 0.015], [-0.028, 0.011, -0.018], [-0.010, -0.005, -0.014], [0.015, 0.004, 0.000], [0.006, 0.001, 0.009], [0.006, -0.004, 0.001], [0.013, -0.017, -0.024]], "mulliken_charge": [0.622, -1.349, 0.657, -0.115, 0.738, -1.353, -0.124, 0.500, 0.391, 0.387, 0.380, 0.399, 0.496, -1.220, 0.135, -0.305, -0.450, -0.713, 0.410, 0.366, 0.361, 0.335, 0.347, 0.350, 0.480, 0.226, 0.406, 0.320, -1.066, 0.955, -1.113, -1.093, -0.020, 0.447, 0.359, 0.403, 0.440, 0.388, 0.378, 0.452, 0.394, 0.397]}